Entry 1:
This record from the Open Molecules 2025 dataset describes a structure of composition C6H6Cl2NO3Ti in a non-equilibrium geometry. The level of theory is the ωB97M-V functional and the def2-TZVPD basis.

CARTESIAN COORDINATES (ANGSTROEM)
1 Ti -2.1678 1.2884 2.1386
2 Cl -5.0169 0.5983 1.7188
3 Cl -2.5859 3.5110 3.5370
4 O -1.6431 -0.6718 3.1177
5 H -1.9315 -1.5447 2.7872
6 C 1.4016 -2.0826 -1.2052
7 C 0.6459 -1.6797 -0.1146
8 C 0.3793 -0.3027 0.1331
9 C 0.8013 0.6227 -0.8169
10 C 1.6419 0.2369 -1.8942
11 C 1.8724 -1.1352 -2.0934
12 N 0.3886 2.0659 -0.6790
13 O -0.5115 2.3098 0.1168
14 O 0.8274 2.8496 -1.4553
15 H 1.4851 -3.1552 -1.3001
16 H 0.2796 -2.4092 0.5925
17 H -0.3977 -0.0274 0.8308
18 H 1.9940 1.0204 -2.5488
19 H 2.5371 -1.4947 -2.8650

As for the charge: -1. As for the spin multiplicity: 5. The highest occupied orbital energy (alpha / beta) comes out at -2.3 / -6.4 eV.



Entry 2:
This record from the Open Molecules 2025 dataset describes an isolated molecule of C6H6ClN3S in a non-equilibrium geometry. The level of theory is the ωB97M-V functional and the def2-TZVPD basis.

CARTESIAN COORDINATES (ANGSTROEM)
1 C 1.6616 0.7802 0.2413
2 N 0.8940 -0.3319 -0.2670
3 C 1.6359 -1.5044 -0.6650
4 C -0.4190 -0.4415 -0.1318
5 S -1.3442 -1.8511 -0.3797
6 N -2.8123 -1.2205 -0.0439
7 C -2.7509 0.0465 0.2737
8 Cl -4.2044 0.8513 0.6829
9 C -1.5256 0.7085 0.2856
10 C -1.2225 2.0341 0.5174
11 N -0.9848 3.1479 0.6939
12 H 2.3080 1.1668 -0.5498
13 H 0.9991 1.5738 0.5755
14 H 2.2815 0.4590 1.0848
15 H 1.7714 -2.1926 0.1750
16 H 1.0961 -2.0241 -1.4596
17 H 2.6159 -1.2022 -1.0334

As for the charge: 0. As for the spin multiplicity: 1. The highest occupied orbital energy comes out at -8.5 eV.



Entry 3:
This record from the Open Molecules 2025 dataset describes the ion C6H6ClN4O with charge +1 in a non-equilibrium geometry. The level of theory is the ωB97M-V functional and the def2-TZVPD basis.

CARTESIAN COORDINATES (ANGSTROEM)
1 C -0.6071 -2.4103 -1.4735
2 C -0.3325 -1.1860 -0.6717
3 C -1.2032 -0.0528 -0.7697
4 C -1.0257 1.0971 -0.0355
5 O -1.6014 2.2727 0.1643
6 Cl -2.5285 2.8095 -1.1557
7 N 0.0932 1.0429 0.7427
8 N 0.5459 2.0336 1.4990
9 C 1.7092 1.6136 1.8578
10 N 2.0060 0.3533 1.4684
11 C 0.9383 -0.0751 0.7811
12 N 0.7153 -1.2096 0.1557
13 H -1.6226 -2.4041 -2.0583
14 H -0.4426 -3.1842 -0.7530
15 H 0.0965 -2.5163 -2.2918
16 H -1.9704 -0.2004 -1.4125
17 H 2.3650 2.1555 2.4315
18 H 2.8645 -0.1394 1.5213

As for the charge: +1. As for the spin multiplicity: 1. The highest occupied orbital energy comes out at -14.3 eV.



Entry 4:
This record from the Open Molecules 2025 dataset describes an isolated molecule of C6H6ClNO in a non-equilibrium geometry. The level of theory is the ωB97M-V functional and the def2-TZVPD basis.

CARTESIAN COORDINATES (ANGSTROEM)
1 C -2.9316 0.7214 0.2085
2 N -1.5854 0.4658 0.1779
3 C -0.8242 -0.5120 0.1119
4 Cl -1.2561 -2.4633 -0.1224
5 C 0.6027 -0.3246 0.0989
6 C 1.3118 0.7709 -0.3613
7 C 2.6291 0.2532 -0.4757
8 C 2.6273 -0.9959 0.0923
9 O 1.3862 -1.3390 0.4349
10 H -3.1416 1.0045 1.2618
11 H -3.6991 -0.0211 -0.0403
12 H -2.9291 1.5562 -0.4553
13 H 0.8405 1.6785 -0.7177
14 H 3.5774 0.8668 -0.5155
15 H 3.3921 -1.6614 0.3020

As for the charge: 0. As for the spin multiplicity: 1. The highest occupied orbital energy comes out at -8.8 eV.